DFT (the ωB97M-V functional and the def2-TZVPD basis) results for a cluster of 3 separate species, C27H50N3O2P in total in a non-equilibrium geometry.

The spin multiplicity is 1. The HOMO energy comes out at -8.16 eV. The molar mass comes out at 479.7 g mol⁻¹. Its SMILES is C#CCP(CCCO)CCC(=O)Nc1ccccc1.CCN(CC)CC.CCN(CC)CC. As for the orbital gap: 8.5 eV. The total charge is 0.

Last column: Mulliken charge in e.
Positions of all 83 atoms, in Å:
C  3.78  1.10  -2.63  -0.453
C  2.77  1.54  -1.89  -0.215
C  1.43  2.37  -1.47  -0.252
P  -0.02  2.03  -2.67  -0.115
C  0.23  0.17  -3.13  -1.148
C  -1.04  -0.45  -3.91  -0.128
C  -1.01  -2.08  -3.73  -0.483
O  -0.45  -2.76  -4.91  -0.518
C  0.13  3.01  -4.28  -0.606
C  1.52  3.80  -4.50  -0.307
C  2.09  3.58  -6.02  0.229
O  1.60  4.25  -6.99  -0.575
N  3.20  2.64  -6.32  -0.311
C  2.73  1.54  -7.20  0.183
C  3.34  1.46  -8.67  -0.366
C  2.94  0.32  -9.68  -0.396
C  1.89  -0.78  -9.19  -0.422
C  1.25  -0.69  -7.75  -0.581
C  1.66  0.47  -6.76  0.166
H  4.65  0.77  -3.32  0.360
H  1.71  3.50  -1.42  0.491
H  1.11  1.96  -0.43  0.003
H  0.28  -0.38  -2.10  0.522
H  1.24  -0.03  -3.63  0.432
H  -2.05  -0.04  -3.50  0.394
H  -0.99  -0.25  -5.06  0.227
H  -2.04  -2.51  -3.43  0.221
H  -0.29  -2.35  -2.85  0.292
H  0.47  -3.07  -4.72  0.309
H  -0.72  3.82  -4.25  0.447
H  -0.09  2.39  -5.23  0.396
H  1.31  4.93  -4.41  0.258
H  2.38  3.49  -3.81  0.303
H  3.58  2.21  -5.46  0.268
H  4.10  2.26  -9.02  0.309
H  3.41  0.27  -10.74  0.297
H  1.57  -1.67  -9.86  0.299
H  0.50  -1.49  -7.41  0.333
H  1.15  0.47  -5.73  0.070
C  -1.93  1.19  0.06  -1.135
C  -2.54  0.98  1.44  -0.640
N  -1.57  1.12  2.53  0.261
C  -2.06  0.61  3.81  -0.484
C  -3.26  1.32  4.43  -1.197
C  -0.84  2.38  2.59  -0.007
C  -1.66  3.67  2.69  -1.122
H  -1.06  0.54  -0.10  0.291
H  -2.66  0.95  -0.71  0.402
H  -1.62  2.23  -0.10  0.260
H  -2.94  -0.04  1.45  0.468
H  -3.39  1.66  1.56  0.312
H  -1.24  0.60  4.53  0.215
H  -2.32  -0.45  3.67  0.384
H  -2.99  2.29  4.84  0.256
H  -3.64  0.72  5.27  0.438
H  -4.08  1.45  3.72  0.276
H  -0.20  2.45  1.70  -0.308
H  -0.13  2.35  3.42  0.443
H  -2.48  3.70  1.96  0.234
H  -1.01  4.53  2.48  0.432
H  -2.07  3.81  3.68  0.283
C  2.08  -3.94  7.45  -1.387
C  0.56  -4.04  7.46  -0.386
N  -0.11  -2.80  7.07  0.127
C  -1.54  -2.79  7.37  -0.659
C  -2.42  -3.80  6.64  -0.965
C  0.26  -2.24  5.77  -0.325
C  0.08  -3.13  4.54  -1.002
H  2.42  -3.09  8.06  0.328
H  2.51  -4.85  7.87  0.433
H  2.48  -3.82  6.44  0.283
H  0.26  -4.30  8.48  0.439
H  0.25  -4.88  6.82  0.283
H  -1.94  -1.78  7.20  0.339
H  -1.66  -2.95  8.45  0.384
H  -2.57  -3.52  5.60  0.182
H  -3.41  -3.82  7.11  0.409
H  -2.02  -4.81  6.69  0.282
H  1.31  -1.94  5.82  0.337
H  -0.28  -1.30  5.61  -0.020
H  0.48  -4.13  4.69  0.317
H  0.61  -2.69  3.69  0.395
H  -0.97  -3.21  4.25  0.211